The following is a quantum chemistry calculation of a molecular structure, C28H21BrF5IrN3O4, from the OMol25 dataset.

```
63
C28H21BrF5IrN3O4 ωB97M-V/def2-TZVPD
Ir -0.07065 -0.84105 -0.52063
O -4.07381 0.31108 -0.48348
C -4.11665 1.34208 -1.36864
C -5.32690 1.98467 -1.59046
C -5.39573 3.03666 -2.48869
C -4.26702 3.45839 -3.18070
C -3.05980 2.82069 -2.95243
C -2.96781 1.77242 -2.04304
C -1.63156 1.16039 -1.73802
O -1.70723 -0.23966 -1.54323
N -1.11679 1.77370 -0.47246
N -0.69390 0.83636 0.39128
C -0.90199 0.94792 1.65607
C -0.84578 -0.15643 2.58466
Br -0.70067 -1.90106 1.75816
C -1.06313 -0.09329 3.90028
C -1.12891 1.13349 4.69691
C -0.34889 2.25644 4.41140
C -0.45263 3.39644 5.19194
C -1.32875 3.42538 6.26734
C -2.08851 2.30398 6.57591
C -1.98038 1.16105 5.80427
H -3.24689 -0.17680 -0.67617
H -6.20292 1.63724 -1.05920
H -6.34549 3.52677 -2.65822
H -4.33106 4.27003 -3.89164
H -2.16679 3.13528 -3.48153
H -0.91861 1.40846 -2.52025
H -1.65184 2.52406 -0.05279
H -1.34357 1.87100 2.02048
H -1.23370 -1.02444 4.43017
H 0.37957 2.22204 3.61062
H 0.16416 4.25715 4.97114
H -1.40557 4.31484 6.87791
H -2.76017 2.31964 7.42325
H -2.57052 0.28586 6.04688
O -0.06203 -3.13745 -0.88817
C 1.26270 -3.65746 -0.98248
C 2.14905 -2.85106 -0.08392
C 3.31348 -3.38606 0.43388
C 4.20440 -2.55325 1.09192
C 3.91756 -1.20220 1.18784
C 2.72399 -0.74248 0.66692
N 1.84381 -1.55846 0.07806
H -0.61044 -3.42497 -1.63056
H 1.62949 -3.55652 -2.00688
H 1.28509 -4.70836 -0.69453
H 3.52710 -4.43735 0.29737
H 5.11967 -2.95250 1.50715
H 4.59737 -0.51171 1.66486
H 2.44471 0.30166 0.71087
F 0.61935 0.00574 -7.38699
C 0.70008 0.00680 -6.06046
C 1.16087 1.12488 -5.38510
F 1.51516 2.20834 -6.06834
C 1.24114 1.12231 -4.00553
F 1.66300 2.22354 -3.37824
C 0.88184 0.00927 -3.23820
O 1.01672 0.08953 -1.91153
C 0.43024 -1.09466 -3.95545
F 0.08376 -2.21613 -3.28226
C 0.33129 -1.10886 -5.33370
F -0.10689 -2.20225 -5.95374
```

As for the charge: +1. The energy above the lowest of the compared OMol25 structures with the same formula, charge and spin is 149.6 kJ/mol. The value obtained for the total energy is -128496.9732 eV. The value obtained for the lowest unoccupied orbital energy is -3.7 eV. As for the largest force on an atom: 1.05 eV/Å.